{
  "formula": "C35H46N6O3P2Sn",
  "method": "ωB97M-V/def2-TZVPD",
  "gap_ev": [3.06, 4.33],
  "total_charge": 2,
  "de_lowest_kcal_mol": 109.68,
  "fmax_ev_per_a": 5.99,
  "homo_ha": [-0.46119, -0.45905],
  "lumo_energy_ev": [-9.491, -8.159],
  "total_energy_ha": -2811.725220,
  "species": ["Sn", "C", "C", "C", "C", "C", "C", "C", "C", "C", "H", "H", "H", "H", "H", "H", "H", "H", "H", "H", "H", "H", "H", "H", "H", "P", "P", "N", "N", "N", "N", "C", "C", "C", "C", "C", "C", "C", "C", "C", "C", "C", "C", "C", "C", "C", "C", "C", "C", "H", "H", "H", "H", "H", "H", "H", "H", "H", "H", "H", "H", "H", "H", "H", "H", "H", "H", "H", "H", "C", "C", "C", "C", "C", "C", "O", "N", "C", "O", "N", "C", "O", "H", "H", "H", "H", "H", "H", "H", "H", "H", "H", "H"],
  "xyz": [[-0.51279, -1.66406, -0.50183], [-0.76116, 3.63390, 2.68261], [-1.13580, 3.40090, 1.41405], [-0.30101, 2.77077, 0.35079], [0.76502, 1.79074, 0.86721], [2.15509, 2.38952, 0.79233], [2.55810, 3.51475, 1.39718], [1.67437, 4.48521, 2.10311], [0.64012, 3.89331, 3.12213], [1.12042, -2.91995, 0.39439], [-1.51812, 3.71864, 3.47892], [-2.16661, 3.57464, 1.07145], [0.20600, 3.48892, -0.31102], [-1.02713, 2.23818, -0.28292], [0.47757, 1.41470, 1.86531], [0.69905, 0.90106, 0.21226], [2.80863, 1.80341, 0.12745], [3.62048, 3.75950, 1.41196], [1.14426, 5.09853, 1.36597], [2.34264, 5.18128, 2.63934], [1.00540, 2.94003, 3.54289], [0.64766, 4.59239, 3.98715], [2.05226, -2.33809, 0.56848], [1.28221, -3.69378, -0.37795], [0.71819, -3.41616, 1.31192], [1.58342, -1.73966, -2.72267], [-2.22622, -1.33577, -2.76585], [2.87196, -0.52612, -3.16740], [2.30817, -2.90787, -3.98075], [-2.16008, 0.36822, -3.23154], [-3.71158, -1.63671, -3.81203], [0.35900, -1.04835, -3.87532], [-0.92958, -1.89365, -3.92465], [4.03661, -0.34121, -2.41658], [4.89105, 0.52491, -3.09508], [4.25327, 0.87271, -4.32453], [3.02596, 0.21040, -4.34348], [2.72457, -4.20654, -3.68687], [3.10746, -4.84479, -4.86615], [2.94462, -3.90353, -5.92721], [2.47381, -2.72759, -5.35649], [-1.85687, 1.33807, -2.26786], [-1.48129, 2.50939, -2.90436], [-1.56410, 2.28283, -4.31379], [-1.91991, 0.94909, -4.49431], [-4.30164, -0.96783, -4.89056], [-5.35497, -1.72796, -5.39069], [-5.42330, -2.92434, -4.59939], [-4.39363, -2.85728, -3.67092], [0.72737, -0.96161, -4.90902], [0.18154, -0.02113, -3.52937], [-1.35794, -1.84285, -4.93800], [-0.74066, -2.94949, -3.66805], [4.12947, -0.82620, -1.45207], [5.85892, 0.87183, -2.75022], [4.62662, 1.52275, -5.10686], [2.26601, 0.22942, -5.10709], [2.71049, -4.55141, -2.66230], [3.46161, -5.86566, -4.95869], [3.14384, -4.05797, -6.98286], [2.24538, -1.78839, -5.84266], [-1.94778, 1.05079, -1.22498], [-1.19317, 3.44101, -2.41481], [-1.41379, 3.01510, -5.10181], [-2.04473, 0.39502, -5.41750], [-3.97257, 0.00657, -5.21463], [-5.99877, -1.44624, -6.21610], [-6.14951, -3.72080, -4.70592], [-4.08672, -3.55472, -2.89968], [-2.61162, 1.56915, 6.36693], [-1.42894, 0.87308, 6.99928], [-0.75116, -0.26324, 6.18325], [0.38677, -0.86400, 7.06438], [1.43515, 0.14819, 7.48999], [-1.70590, -1.39728, 5.84208], [-2.59235, -1.78570, 6.59997], [-1.47199, -2.01507, 4.61462], [-0.98548, -1.39825, 3.42865], [-1.20681, -1.91350, 2.32984], [-0.29112, -0.24121, 3.62352], [-0.17854, 0.31812, 4.84309], [0.40572, 1.41090, 4.95747], [-2.42535, 1.78253, 5.31077], [-2.78497, 2.51070, 6.90012], [-3.51117, 0.95574, 6.46017], [-0.64230, 1.60402, 7.20949], [-1.72376, 0.45014, 7.96847], [-0.08592, -1.30291, 7.95754], [0.84830, -1.70070, 6.52113], [1.23853, 0.51873, 8.50213], [2.41788, -0.32892, 7.49348], [1.44236, 0.97664, 6.77281], [-1.97451, -2.87794, 4.45878]]
}

***

{
  "formula": "C5H8O",
  "method": "ωB97M-V/def2-TZVPD",
  "smiles": "C[C@@H]1C=CCO1",
  "gap_ev": 10.39,
  "de_lowest_kcal_mol": 40.73,
  "fmax_ev_per_a": 2.03,
  "homo_ha": -0.34050,
  "lumo_energy_ev": 1.127,
  "total_energy_ha": -270.492985,
  "species": ["C", "C", "C", "C", "C", "O", "H", "H", "H", "H", "H", "H", "H", "H"],
  "xyz": [[0.03570, -1.68795, 0.64078], [-0.18317, -0.76717, -0.55348], [0.92757, 0.19520, -0.84720], [0.64618, 1.39241, -0.35020], [-0.71410, 1.41813, 0.27821], [-1.26000, 0.14398, -0.02545], [-0.70234, -1.07771, 1.19144], [-0.29700, -2.72648, 0.53154], [1.02013, -1.63200, 1.11639], [-0.59207, -1.28288, -1.43199], [1.84276, -0.06163, -1.37068], [1.28978, 2.25946, -0.39172], [-1.36147, 2.19258, -0.15262], [-0.65197, 1.63407, 1.36498]]
}

***

> Number 1 is which compound?

C35H46N6O3P2Sn

***

> Number 1 is which compound?

C35H46N6O3P2Sn